C36H37NOP2Pt as an isolated structure. Source: OMol25; level of theory: the ωB97M-V functional and the def2-TZVPD basis.

The geometry in XYZ format:
```
78
Properties=species:S:1:pos:R:3:mulliken_spin:R:1
C 4.043 3.063 -1.264 0.002
H -2.422 -1.630 3.024 0.005
C -2.735 -3.315 0.057 0.041
H -1.977 -1.060 -4.202 -0.008
H -1.307 -2.204 -3.063 0.014
P -1.447 -0.922 0.188 0.667
H -0.337 -2.623 -1.195 -0.004
H 4.682 3.217 -2.143 0.000
H -3.874 -5.104 -0.253 -0.001
H 0.629 -1.453 -4.047 -0.003
H 6.524 -3.236 2.362 0.000
C -4.974 1.268 0.176 0.017
C -3.201 2.882 0.515 0.006
H 0.446 2.510 -3.854 -0.003
C -2.351 -2.317 0.966 -0.011
C -3.562 -4.355 0.479 -0.006
C -1.484 1.807 -3.268 0.065
C 3.516 -1.038 1.236 0.013
H -4.585 -5.242 2.143 0.002
H -6.024 1.028 0.035 0.003
C 1.262 0.691 2.974 0.299
C 5.907 -1.333 1.545 0.004
H 1.715 2.574 1.803 -0.015
H 1.880 -0.416 -2.522 0.000
C -2.276 1.839 0.568 0.011
H -3.928 -3.457 3.778 0.000
H 5.017 0.458 0.721 0.000
C 5.674 -2.612 2.064 -0.003
C 0.881 0.052 -2.598 -0.030
C 1.314 -1.435 -0.526 0.304
C -2.110 0.951 -2.226 0.232
C -0.077 2.292 -2.907 -0.008
P 2.117 -0.136 0.490 -0.011
H -1.460 1.308 -4.246 0.008
H -2.128 2.694 -3.404 0.003
H -2.385 -3.251 -0.973 0.006
C -2.022 -0.410 -2.148 -0.134
C -0.038 -1.767 -0.600 0.158
H 0.903 1.578 3.513 0.011
C -1.917 0.709 3.737 -0.002
H -2.843 -0.998 -1.671 -0.043
C 0.037 -0.604 -3.676 0.004
C 2.375 2.691 0.936 0.022
C 2.835 1.570 0.213 0.011
H 2.257 -2.681 1.872 -0.002
C 3.285 -2.312 1.797 0.000
H 2.044 -2.012 -1.093 -0.003
C 4.364 -3.093 2.208 0.005
C -4.553 2.595 0.293 -0.010
C 3.669 1.769 -0.908 0.000
H -2.851 3.908 0.651 0.002
H -1.190 2.099 0.667 0.016
C -2.750 -2.391 2.316 0.016
C -3.581 -3.426 2.739 -0.009
C -4.056 0.213 0.256 0.003
C 0.666 1.284 -2.106 0.051
H 1.202 1.710 -1.261 -0.008
H 0.947 -0.230 3.463 0.000
H 3.933 5.183 -0.784 0.000
H -4.382 -0.824 0.184 0.002
Pt 0.064 0.364 1.267 0.056
H 6.933 -0.941 1.442 0.000
H -2.878 1.490 -1.673 0.043
O -2.474 0.953 4.773 0.000
H 2.285 4.831 1.075 0.000
H 2.345 0.714 2.844 -0.025
C -1.355 -1.135 -3.292 0.025
H -5.271 3.407 0.240 -0.001
C -2.690 0.496 0.413 0.192
C 3.601 4.166 -0.521 -0.001
H 3.980 0.911 -1.517 0.005
C -3.966 -4.414 1.816 0.021
H 4.177 -4.085 2.634 0.000
C 2.719 3.979 0.544 -0.002
N -1.382 0.453 2.710 0.007
C 4.835 -0.537 1.137 -0.006
H -0.129 3.243 -2.363 -0.009
H -0.088 0.046 -4.559 0.003
```

Results
* net charge: 0
* relative energy (zero: lowest compared OMol25 entry of this formula, charge and spin): 5.306 eV
* M: 756.72 Da
* expectation value of S²: 2.05
* spin multiplicity: 3
* max |F|: 4.211 eV/Å

C36H38AuN8OSSb as an isolated structure. Source: OMol25; level of theory: the ωB97M-V functional and the def2-TZVPD basis.

The geometry in XYZ format:
```
86
Properties=species:S:1:pos:R:3:mulliken_charge:R:1
H -1.544 2.366 -4.621 0.372
H 0.726 0.504 -2.793 0.290
N 1.237 -1.272 0.412 -0.794
H -3.307 0.982 -5.755 0.393
C 5.924 3.278 1.073 -0.588
H -1.665 5.807 -4.715 0.476
H 0.562 4.502 6.163 0.435
C 1.077 7.110 -3.196 -0.864
H 1.273 4.407 0.803 0.682
H 3.144 1.633 -1.054 0.446
H -2.374 5.386 -2.384 0.480
N -2.910 -0.622 -2.799 0.101
N -1.283 1.016 -3.056 0.473
H -2.690 -2.543 -1.952 0.341
N 1.303 7.144 -0.673 -0.555
C -3.550 -0.357 -4.092 -0.677
N -1.553 4.162 0.584 0.368
H 5.072 2.228 2.743 0.464
H -2.947 2.186 -3.558 0.252
C 3.723 -0.789 2.807 0.652
H 0.279 2.058 -2.072 0.404
C 5.470 -2.675 3.768 -0.472
H 4.770 3.157 -2.113 0.465
C 3.980 1.892 0.916 0.546
C -1.541 5.632 0.640 -1.025
N 0.567 6.743 0.277 -0.541
C 0.580 2.477 5.464 -0.666
C 1.911 2.067 3.511 0.906
C -2.300 2.110 0.737 -0.780
C -2.704 0.560 -4.953 -0.749
C 4.147 -1.809 1.960 -0.822
H -4.530 0.091 -3.907 0.356
C 3.904 2.119 -0.452 -0.538
C -2.135 1.648 -4.057 -0.600
H -1.878 0.002 -5.397 0.304
C 4.832 2.958 -1.051 -0.579
H -3.647 -1.418 -0.996 0.256
H 0.485 6.858 -5.229 0.428
C 4.997 2.446 1.683 -0.589
H 6.166 -3.411 4.147 0.422
C 0.113 1.395 -2.927 -1.374
H 2.052 5.332 4.367 0.484
H -3.637 3.841 1.045 0.538
C -0.552 6.270 -1.597 1.037
H 0.964 4.206 -0.917 0.141
C 5.022 -1.660 4.604 -0.671
O -1.093 -0.630 -1.472 -0.741
C 0.675 6.883 -1.878 0.495
H 3.767 0.078 4.785 0.408
H -1.291 5.960 1.649 0.196
H 2.018 7.596 -3.412 0.482
C 1.782 4.285 4.413 -0.628
H 0.430 1.909 -3.832 0.538
C -2.680 3.402 0.825 -0.538
H -0.083 2.115 6.239 0.447
H 2.934 3.770 2.676 0.343
H -4.330 -2.118 -2.481 0.424
C 0.219 6.702 -4.193 -0.576
C -3.425 -1.741 -2.013 -1.050
C 4.128 -0.709 4.133 -0.190
H 5.371 -1.603 5.626 0.417
H 1.495 2.824 0.038 -0.857
H -2.542 5.974 0.380 0.478
C 5.029 -2.756 2.451 -0.824
C 0.944 3.817 5.418 -0.554
N -0.579 6.206 -0.231 0.751
C -1.015 6.093 -3.899 -0.583
H 3.797 -1.864 0.937 0.463
C 0.880 3.718 0.056 -0.340
C 5.831 3.546 -0.287 -0.615
C 1.046 1.598 4.499 -0.861
C -0.519 3.327 0.359 0.809
H 0.732 0.561 4.514 0.481
H 6.712 3.721 1.667 0.437
C -1.733 -0.091 -2.418 0.466
C 2.270 3.411 3.452 -0.446
Au 0.112 0.330 0.298 0.347
H -3.716 -1.309 -4.599 0.465
S 1.800 -3.880 -0.313 -0.288
Sb 2.535 0.744 1.980 1.975
H -2.880 1.212 0.855 0.571
H 5.376 -3.553 1.808 0.424
H 6.545 4.212 -0.752 0.436
C 1.431 -2.402 0.075 0.551
C -1.424 5.856 -2.604 -0.798
N -0.953 2.070 0.439 -0.140
```

Results
* net charge: +2
* relative energy (zero: lowest compared OMol25 entry of this formula, charge and spin): 0.994 eV
* M: 949.55 Da
* spin multiplicity: 1
* max |F|: 1.324 eV/Å

C36H38BrN4S5Ti as an isolated structure. Source: OMol25; level of theory: the ωB97M-V functional and the def2-TZVPD basis.

The geometry in XYZ format:
```
85
Properties=species:S:1:pos:R:3:mulliken_spin:R:1
H -17.560 -11.125 9.292 0.000
H -22.990 4.149 13.250 -0.002
C -23.914 1.054 14.526 -0.026
H -18.710 -4.969 9.715 -0.004
H -16.820 2.034 13.965 -0.002
C -17.915 -1.650 13.812 -0.039
C -17.132 -3.561 9.383 0.018
H -22.965 -0.836 14.089 0.008
H -24.789 3.019 14.744 0.005
C -18.157 -0.819 12.609 -0.113
N -19.716 -3.165 9.536 -0.029
H -21.547 -3.319 13.690 0.001
H -20.482 -7.880 7.208 0.000
H -19.650 -6.330 6.892 0.000
S -14.888 -7.272 6.107 0.000
C -16.828 -1.056 9.302 0.057
H -15.967 -1.189 8.591 0.002
C -16.953 -10.367 8.821 0.000
C -17.620 -3.269 16.162 -0.010
C -18.097 -3.792 14.962 0.006
H -18.481 -4.791 14.992 0.003
C -17.317 -1.157 14.990 -0.016
C -21.062 -1.274 11.882 -0.178
H -16.395 -0.282 9.989 0.000
S -17.500 -8.244 5.327 0.000
C -22.177 -2.223 12.002 -0.032
C -24.159 -4.126 11.696 -0.003
S -18.164 -9.357 7.998 0.000
H -21.332 -0.877 9.221 0.003
H -16.529 -2.263 10.963 0.006
C -22.196 -3.325 12.834 -0.003
C -20.436 -0.980 8.595 0.020
Br -18.837 -3.945 12.315 0.024
H -20.366 0.717 12.045 0.084
H -17.952 1.175 11.925 0.025
N -19.333 -0.357 9.400 0.037
S -15.451 -7.246 9.022 0.000
C -18.003 -0.304 8.690 -0.025
N -17.085 -2.272 10.068 -0.008
C -17.113 -8.335 7.020 0.000
C -20.615 -6.814 7.063 0.000
C -22.222 2.206 12.684 0.046
H -16.591 -1.638 17.040 0.000
H -23.556 -0.958 10.794 0.000
C -23.055 0.220 13.852 0.052
H -19.616 0.568 9.563 0.017
C -18.288 -2.981 13.872 0.005
S -15.589 -7.439 3.180 0.000
C -15.957 -7.698 7.462 0.000
H -16.410 -9.722 9.470 0.000
C -24.204 -2.967 10.884 0.001
H -21.174 -2.836 8.042 0.000
C -23.029 3.062 13.410 -0.029
C -17.045 0.966 13.894 -0.023
H -20.495 -3.794 9.833 -0.007
C -18.606 -4.081 9.122 0.012
H -16.603 0.638 15.945 0.007
C -16.915 0.169 15.009 0.066
H -18.110 -0.654 7.627 -0.005
H -17.650 -3.881 17.069 0.000
H -17.676 0.806 8.659 -0.003
C -20.180 -2.452 8.318 0.034
C -23.196 -4.317 12.679 0.001
C -15.882 -7.696 4.803 0.000
H -16.508 -3.546 8.442 0.002
C -21.168 -6.114 8.259 0.000
Ti -19.206 -1.664 11.100 1.732
H -23.231 -5.174 13.331 0.000
H -19.531 -2.655 7.486 -0.009
C -23.314 -1.966 11.177 -0.021
H -16.546 -4.309 9.931 0.002
N -21.627 -5.627 9.242 0.000
H -16.254 -10.894 8.133 0.000
C -23.995 2.416 14.244 0.059
H -18.674 -4.383 8.121 -0.007
H -21.247 -6.638 6.139 0.000
C -22.231 0.795 12.868 -0.066
H -20.655 -0.433 7.712 0.004
H -24.548 0.704 15.332 -0.001
C -21.180 0.040 12.212 0.222
H -24.943 -4.915 11.538 0.000
H -21.422 2.612 12.070 0.000
H -24.903 -2.779 10.070 0.000
C -17.132 -1.986 16.137 0.013
C -17.690 0.486 12.748 0.089
```

Results
* net charge: -1
* relative energy (zero: lowest compared OMol25 entry of this formula, charge and spin): 1.085 eV
* M: 814.83 Da
* expectation value of S²: 2.03
* spin multiplicity: 3
* max |F|: 4.525 eV/Å

C36H38Cl3GeN7P2SSe2Ti as an isolated structure. Source: OMol25; level of theory: the ωB97M-V functional and the def2-TZVPD basis.

The geometry in XYZ format:
```
91
Properties=species:S:1:pos:R:3:mulliken_spin:R:1
N 0.320 1.313 1.208 -0.006
C 5.618 2.147 1.947 0.000
H -4.209 -1.164 3.570 0.001
S 6.119 -3.261 0.346 0.003
N 1.239 -1.235 -0.229 -0.014
C 2.336 -0.808 0.429 0.006
C -0.288 3.195 5.478 0.000
H -3.347 0.232 -0.240 0.005
C -2.166 5.156 2.337 0.000
C 2.663 -2.776 -1.395 -0.004
H -0.841 -3.300 3.461 0.000
C -3.353 6.623 0.846 0.000
H -0.281 4.523 -0.709 0.000
H -4.381 -1.391 0.954 -0.001
H -1.735 3.343 8.531 0.000
C 5.571 2.750 3.195 0.000
C -0.227 3.102 2.333 -0.001
C 3.403 3.659 2.691 0.000
N -1.073 2.105 2.677 0.007
H -0.715 6.869 -1.335 0.000
H 4.436 3.990 4.534 0.000
Cl -1.250 1.313 -1.437 0.000
C 1.240 7.547 -0.760 0.000
C -2.188 6.280 1.520 0.000
H 1.049 8.575 -1.037 0.000
H 2.196 -0.009 1.139 0.005
H 0.504 2.676 4.951 0.000
H -5.404 6.127 0.478 0.000
H 0.053 -2.656 1.535 0.007
C 3.447 3.047 1.437 0.000
C 1.428 -2.223 -1.119 0.014
Ge -0.887 -0.390 -3.039 0.001
C 4.556 2.295 1.064 0.000
C 1.727 4.924 -0.037 -0.001
H -3.139 -3.140 3.303 0.000
H 4.428 -0.979 0.831 0.000
C 0.247 6.590 -0.925 0.000
C -2.294 4.543 6.846 0.000
N -0.292 -1.843 2.040 -0.011
H -2.620 5.615 5.017 0.000
C -2.638 -2.374 2.711 0.002
C -3.318 4.382 2.493 0.001
C -4.495 5.852 0.996 0.000
C -4.003 -0.551 1.538 -0.001
C 5.129 -2.933 -0.916 -0.001
H 0.056 2.151 7.315 0.000
H 4.584 1.843 0.080 0.000
C -0.537 2.901 6.809 0.000
P -0.609 4.702 3.158 -0.001
H 0.539 -1.424 2.454 0.005
Cl -2.805 -0.183 -4.029 0.000
H 4.882 -2.843 -2.957 0.000
Se 0.844 6.203 3.166 0.000
H 6.401 2.637 3.880 0.000
H -3.304 3.517 3.145 0.000
H -2.753 -0.260 3.243 -0.005
C 2.479 7.189 -0.249 0.000
C -1.182 -2.314 3.141 0.003
C -1.543 3.572 7.492 0.000
Cl -1.795 -1.935 -1.110 -0.015
H -2.671 -2.729 1.675 -0.001
H 2.729 -3.580 -2.117 0.000
C 0.645 2.609 1.341 -0.001
C -1.045 4.164 4.827 0.000
N 5.425 -3.215 -2.195 0.000
H 0.549 -2.596 -1.625 -0.002
C -3.404 -1.044 2.845 0.016
P 2.044 3.196 0.304 0.003
C -2.043 4.845 5.516 0.000
H -3.072 5.073 7.379 0.000
H -2.946 1.125 1.048 0.005
H -5.378 4.149 1.960 0.000
H 6.334 -3.598 -2.398 0.000
C 0.489 5.276 -0.568 0.001
H 3.693 5.594 0.515 0.000
H -1.293 6.883 1.427 0.000
N -2.997 0.164 0.713 -0.024
C 4.467 3.508 3.565 0.000
H 6.484 1.568 1.656 0.000
C 3.593 -1.343 0.248 -0.002
N -0.690 1.050 2.021 -0.001
Ti -0.771 -0.338 0.434 1.006
C -4.478 4.735 1.824 0.000
H -4.844 0.118 1.731 -0.001
Se 2.254 2.067 -1.464 0.001
H 3.253 7.935 -0.127 0.000
C 3.782 -2.338 -0.696 0.004
H -3.370 7.500 0.212 0.000
C 2.729 5.873 0.110 0.000
H -1.059 -1.636 3.985 -0.001
H 2.553 4.271 2.976 0.000
```

Results
* net charge: +1
* relative energy (zero: lowest compared OMol25 entry of this formula, charge and spin): 0.000 eV
* M: 1047.52 Da
* expectation value of S²: 0.75
* spin multiplicity: 2
* max |F|: 0.586 eV/Å

A 10-piece molecular cluster, C36H38F4N6 overall. Source: OMol25; level of theory: the ωB97M-V functional and the def2-TZVPD basis.

The geometry in XYZ format:
```
84
Properties=species:S:1:pos:R:3:mulliken_charge:R:1
C 3.357 1.659 4.898 -0.948
C -1.675 -0.289 2.066 -0.641
N 2.967 3.275 2.809 -0.471
C -1.166 2.314 -3.472 -0.332
H -4.846 -2.797 1.348 0.184
F -1.724 2.007 -5.755 -0.319
N -5.616 -5.598 2.393 -0.427
C -2.075 1.953 -4.429 0.401
H -6.377 5.262 2.646 0.266
H 2.600 0.879 4.805 0.259
H -6.742 3.759 1.632 0.278
H -2.465 1.667 1.997 0.509
C -1.376 2.011 -2.162 0.101
C -3.557 -2.364 -3.277 -0.866
H 5.443 2.433 2.513 0.316
H 2.070 -1.090 -1.103 -0.368
C -0.269 1.636 1.817 -0.773
H -4.034 -1.964 -4.159 0.470
H 3.228 2.259 5.799 0.369
C 2.919 -4.941 -0.046 -0.917
C 6.640 2.428 0.790 0.114
C 2.008 -1.152 -2.190 0.407
C 6.975 1.687 -0.388 -0.359
H -5.354 -2.347 3.008 0.413
H -3.791 -3.146 2.815 0.150
H -0.652 2.312 -1.419 0.092
C -6.246 4.189 2.502 -0.773
H -6.535 3.564 3.347 0.261
H 4.218 0.358 1.898 0.324
C 2.262 3.576 -0.726 -0.255
H -4.343 0.553 -2.328 0.414
C -1.842 -2.620 -1.645 -0.285
H 7.794 2.034 -1.001 0.376
F -5.555 -3.552 -2.961 -0.350
N -3.672 3.862 2.438 -0.395
C 0.813 0.763 1.702 0.507
H -2.613 -0.800 2.227 0.250
H 2.024 -0.226 -2.766 0.279
H -2.275 -3.900 0.045 0.601
C 2.731 2.676 -1.814 0.524
N 0.470 -4.255 0.273 -0.319
H -2.871 1.148 -0.784 0.350
C -2.593 1.423 -1.791 -0.442
H 2.833 3.387 0.183 -0.008
F 7.396 3.536 1.214 -0.325
C -3.488 1.071 -2.736 -0.519
C -0.592 -1.131 1.906 -0.059
H 1.065 -1.683 -2.320 0.063
H -0.165 2.695 1.633 0.612
C 3.104 2.566 3.761 0.490
C 6.220 0.600 -0.849 -0.577
H 3.379 -4.125 -0.603 0.154
C -2.299 -2.058 -2.823 -0.070
C -5.257 -4.483 2.390 0.181
C -1.569 1.065 1.975 -0.373
H -4.570 -4.506 -0.831 0.569
N 4.068 -2.574 -2.911 -0.498
C -4.819 3.986 2.453 0.347
C 3.159 -1.996 -2.590 0.159
H -0.826 -2.416 -1.342 0.095
C 0.664 -0.586 1.774 -0.459
C -4.797 -3.063 2.404 -0.469
C -3.322 1.423 -4.072 -0.646
C 5.151 0.132 -0.054 -0.211
H -1.666 -1.405 -3.406 0.425
H 2.384 4.620 -1.014 0.410
C 5.710 1.882 1.624 -0.199
H 1.205 3.421 -0.508 -0.027
H 4.417 -0.648 -0.194 0.364
H -0.248 2.815 -3.743 0.436
C -4.338 -3.237 -2.499 0.625
C 4.991 0.717 1.235 -0.283
H -4.094 1.248 -4.806 0.440
N 3.054 2.007 -2.723 -0.570
H 3.449 -5.347 0.815 0.316
H -0.704 -2.204 1.864 0.429
H 4.387 1.304 4.898 0.318
H 1.735 1.262 1.441 0.381
H 3.014 -5.735 -0.787 0.322
C -3.921 -3.826 -1.364 -0.942
H 6.344 0.087 -1.791 0.401
F 1.756 -1.463 1.599 -0.405
C -2.637 -3.454 -0.870 -0.310
C 1.566 -4.528 0.115 0.436
```

Results
* net charge: 0
* relative energy (zero: lowest compared OMol25 entry of this formula, charge and spin): 2.079 eV
* M: 630.73 Da
* structure (SMILES): Fc1ccccc1.Fc1ccccc1.Fc1ccccc1.Fc1ccccc1.CC#N.CC#N.CC#N.CC#N.CC#N.CC#N
* spin multiplicity: 1
* max |F|: 5.154 eV/Å

Q: Which value of relative energy (zero: lowest compared OMol25 entry of this formula, charge and spin) does entry 1 give?
A: 5.306 eV